Formula: C5H9N2
Source: the OMol25 dataset
Level of theory: the ωB97M-V functional and the def2-TZVPD basis

The relative energy (zero: lowest compared OMol25 entry of this formula, charge and spin) is 60.6 kcal/mol. The total energy comes out at -305.1335 a.u. For the LUMO energy, the calculation gives -3.5 eV. As for the net charge: +1. Its multiplicity is 1. Its molar mass is 97.1 u. The highest occupied orbital energy is -0.525 Eh. The SMILES is C=C[C@H]1CNC=[NH+]1.

Structure (XYZ):
```
16
Properties=species:S:1:pos:R:3:forces:R:3:nbo_charge:R:1
C 1.050 2.459 -0.012 1.5 -1.3 0.7 -0.29
C 1.018 1.149 0.070 -0.4 -2.2 2.6 -0.22
C -0.201 0.315 -0.235 -1.1 4.1 -0.4 -0.12
C -0.142 -0.837 -1.144 -3.4 -2.8 -1.3 -0.23
N -0.410 -2.011 -0.236 0.4 2.1 -0.8 -0.51
C -0.811 -1.514 0.899 0.6 -2.5 0.6 0.38
N -0.704 -0.233 1.026 0.2 -1.7 -1.9 -0.49
H 1.778 3.053 0.479 0.6 0.4 0.3 0.23
H 0.379 2.908 -0.629 -1.9 1.6 -1.6 0.20
H 1.507 0.536 0.868 1.0 1.0 -0.9 0.20
H -0.985 1.040 -0.564 0.5 -0.6 -0.1 0.23
H -1.066 -0.884 -1.851 1.9 0.5 0.8 0.24
H 0.727 -1.042 -1.677 1.6 0.2 -0.9 0.24
H -0.030 -2.924 -0.376 -0.2 -0.6 0.0 0.45
H -1.095 -2.279 1.591 -0.4 0.4 1.1 0.25
H -1.015 0.264 1.790 -0.7 1.4 1.8 0.44
```
Positions in Å, forces in eV/Å.